Entry 1:
FHI2OP | ωB97M-V/def2-TZVPD

- gap between HOMO and LUMO (spin up / spin down) (hartree) = 0.2328 / 0.2219
- max |F| (hartree/bohr) = 0.06092
- net charge = +1
- spin multiplicity = 3

Each line ends with the Löwdin spin population.
Atoms and positions in Å:
O1 1.725 0.043 0.339  0.01
F1 0.076 1.158 -0.821  0.00
P1 0.808 -0.240 -0.873  0.05
I1 -3.396 0.785 0.591  1.27
I2 -1.728 -1.288 0.207  0.67
H1 2.516 -0.459 0.557  0.00

=====

Entry 2:
C4H12 | ωB97M-V/def2-TZVPD

- gap between HOMO and LUMO (spin up / spin down) (hartree) = 0.1028 / 0.4534
- max |F| (hartree/bohr) = 0.02910
- net charge = -1
- spin multiplicity = 2

Each line ends with the Löwdin spin population.
Atoms and positions in Å:
C1 1.022 2.060 0.267  0.14
C2 1.441 0.993 -0.744  0.26
H1 1.786 2.301 1.005  0.02
H2 0.803 2.998 -0.247  0.03
H3 0.116 1.727 0.765  0.01
H4 0.938 1.180 -1.692  0.06
H5 1.176 -0.021 -0.446  0.03
H6 2.490 0.948 -1.040  0.05
C3 -1.231 -1.992 -0.371  0.17
C4 -1.233 -1.056 0.855  0.11
H7 -2.231 -2.054 -0.798  0.02
H8 -0.483 -1.618 -1.079  0.03
H9 -0.889 -3.006 -0.145  0.02
H10 -0.376 -0.412 1.015  0.01
H11 -1.322 -1.664 1.764  0.01
H12 -2.157 -0.469 0.857  0.02

=====

Sequential total energy output: -1112.15205; -159.51478 hartree
Sequential energy above the lowest of the compared OMol25 structures with the same formula, charge and spin output: 0.0; 9.6 kcal per mole